Entry from OMol25: a molecular structure, C14H16BaN6O4S at a distorted geometry (wB97M-V/def2-TZVPD).

Last column: Löwdin charge in e.
Cartesian coordinates (Å):
Ba1 0.32886 -1.13574 1.13386  2.07
C1 6.37305 -1.70335 2.42054  -0.03
C2 4.99041 -1.68922 1.82536  -0.29
N1 4.71066 -1.71345 0.57947  0.02
O1 5.73100 -1.74124 -0.33938  -0.05
C3 3.83957 -1.64627 2.77086  -0.33
C4 4.01495 -1.72742 4.25235  -0.04
N2 2.66912 -1.54115 2.25183  -0.27
O2 1.67205 -1.51016 3.16136  -0.55
H1 7.18883 -1.70764 1.69975  0.06
H2 6.50187 -2.58541 3.04846  0.09
H3 6.51622 -0.82849 3.05562  0.09
H4 6.58648 -1.74037 0.10637  0.05
H5 5.05545 -1.77269 4.55974  0.06
H6 3.49109 -2.60437 4.63809  0.09
H7 3.53710 -0.86636 4.72336  0.08
N3 -6.60552 0.86197 -4.06788  0.10
C5 -5.57688 0.45785 -3.23484  -0.32
C6 -5.58382 0.79452 -1.87823  -0.03
C7 -4.53193 0.43106 -1.05920  -0.06
C8 -3.46376 -0.27611 -1.58136  -0.30
C9 -3.43813 -0.61398 -2.92487  -0.06
C10 -4.48515 -0.25209 -3.74814  -0.03
S1 -2.09665 -0.72772 -0.55727  0.46
O3 -1.84158 -2.15348 -0.68777  -0.40
O4 -2.43088 -0.33555 0.81512  -0.43
N4 -0.75641 -0.02821 -1.06467  -0.28
C11 -0.48291 1.26981 -0.69815  -0.55
N5 -1.42550 2.20424 -0.79739  0.14
C12 -1.07546 3.43588 -0.44318  -0.11
C13 0.19569 3.74405 0.01710  -0.06
C14 1.08172 2.68410 0.12443  -0.13
N6 0.77347 1.43363 -0.20827  0.02
H8 -7.48078 1.07874 -3.62215  0.09
H9 -6.70867 0.35147 -4.92831  0.09
H10 -6.41816 1.34984 -1.46707  0.11
H11 -4.53040 0.69735 -0.01105  0.11
H12 -2.59651 -1.16302 -3.32783  0.12
H13 -4.46167 -0.51578 -4.79840  0.11
H14 -1.84122 4.19967 -0.52480  0.11
H15 0.48412 4.74720 0.29099  0.10
H16 2.09030 2.83789 0.49554  0.11

Force components x, y, z for each atom (eV/Å):
Ba 0.7903 -0.4477 0.4198
C 0.0592 0.0120 0.0559
C 0.1268 -0.0214 -0.1082
N -0.1865 -0.0213 0.1356
O 0.0175 -0.0028 -0.2447
C 0.1700 -0.0426 -0.6229
C -0.0404 0.0057 0.0585
N -0.0626 0.0575 1.0109
O -0.2068 0.0297 -0.1956
H -0.0177 0.0081 0.0008
H 0.0003 -0.0084 -0.0070
H -0.0024 0.0028 0.0019
H 0.1252 0.0017 0.1163
H 0.0167 -0.0013 -0.0161
H -0.0124 0.0089 -0.0025
H -0.0046 -0.0090 0.0029
N -0.0258 0.0415 -0.0289
C 0.0950 -0.0457 0.0829
C -0.0083 -0.0067 -0.0498
C -0.0217 0.0501 0.1231
C 0.2350 -0.1415 0.2024
C 0.0505 -0.0726 -0.1482
C -0.0155 0.0230 0.0418
S -0.7588 0.4312 -0.8808
O 0.1262 0.0287 -0.0537
O 0.3150 0.2120 -0.0501
N -0.3474 -0.1009 0.2112
C -0.1285 -0.8733 -0.0434
N 0.0175 0.6023 0.0089
C 0.0639 -0.1721 0.0242
C 0.1007 -0.1148 -0.0423
C 0.2756 0.1640 0.0442
N -0.6328 0.4036 -0.0523
H -0.0082 -0.0090 -0.0061
H -0.0142 -0.0082 -0.0005
H -0.0101 0.0042 -0.0138
H -0.0026 -0.0045 -0.0058
H 0.0038 -0.0020 0.0075
H -0.0098 0.0042 -0.0081
H -0.0219 -0.0100 -0.0130
H -0.0166 0.0108 0.0030
H -0.0335 0.0139 0.0422

Output
* energy relative to the best compared isomer or geometry (same formula, charge and spin): 21.0 kJ/mol
* charge: 0
* LUMO: 0.0111 Eh
* Kohn-Sham gap: 8.0609 eV